1.
Here is an isolated molecule of C4H6BrNO2S from the OMol25 dataset. Energies are from wB97M-V/def2-TZVPD.

Geometry as XYZ:
```
15
Properties=species:S:1:pos:R:3:forces:R:3:mulliken_charge:R:1
S -0.919 -1.611 -0.170 -0.1424 -0.0842 0.1122 -0.08
H 1.160 -1.861 -1.308 0.0929 -0.0604 0.0706 0.44
H -3.268 0.992 1.064 -0.1154 0.2908 -0.0339 0.27
H 1.078 -0.184 1.149 0.1417 0.3049 -0.1548 0.38
N 1.733 1.341 -0.124 0.2572 0.3046 -0.0349 0.99
H -1.177 0.793 -0.188 0.0107 0.1778 -0.0485 0.23
O 0.733 1.903 -0.512 -0.3208 0.3523 -0.2132 -0.57
H -3.382 -0.830 1.201 -0.1246 -0.2798 0.1423 0.25
Br 3.314 -0.922 0.318 -0.2579 -0.0972 0.0768 -0.12
O 2.808 1.844 0.073 0.0433 0.6275 -0.1426 -0.54
H 0.334 -0.320 -1.751 0.0719 -0.1715 -0.0529 0.37
C -1.715 -0.069 0.172 0.2349 -0.3025 -0.0658 0.10
C -2.847 0.030 0.845 0.0442 -0.0677 -0.0313 -0.77
C 1.586 -0.075 0.188 -1.3774 -3.6965 -1.3414 -0.25
C 0.561 -1.032 -0.957 1.4418 2.7018 1.7175 -0.69
```
Positions in Å, forces in eV/Å.

Output
- HOMO level (eV) = -8.83
- SMILES string = C=CSC[C@@H](Br)[N+](=O)[O-]
- energy above the lowest of the compared OMol25 structures with the same formula, charge and spin (kcal/mol) = 53.1
- LUMO energy (eV) = -0.3
- orbital gap (eV) = 8.51

2.
Here is a 2-piece molecular cluster, H2O3P2 overall from the OMol25 dataset. Energies are from wB97M-V/def2-TZVPD.

Geometry as XYZ:
```
7
Properties=species:S:1:pos:R:3:forces:R:3:mulliken_charge:R:1
P 4.090 0.245 -0.250 1.1400 -0.3441 1.0615 -0.14
O 4.285 -1.178 -0.706 -0.1448 -0.2182 -0.6392 -0.46
O 1.506 0.436 -0.413 1.6521 -0.6996 0.6927 -0.29
P 0.041 0.615 -0.631 -1.1629 0.0162 -2.0239 -0.38
H -0.479 1.421 0.370 -0.6300 0.9266 1.3766 -0.13
O 4.494 0.398 1.217 -0.3475 0.5178 -0.4306 -0.49
H 0.008 1.845 -1.487 -0.5070 -0.1987 -0.0370 -0.11
```
Positions in Å, forces in eV/Å.

Output
- HOMO level (eV) = 0.67
- energy above the lowest of the compared OMol25 structures with the same formula, charge and spin (kcal/mol) = 0.0
- net charge = -2
- LUMO energy (eV) = 7.5
- orbital gap (eV) = 6.82

3.
Here is C41H43N5O3S2Tl as an isolated structure from the OMol25 dataset. Energies are from wB97M-V/def2-TZVPD.

Geometry as XYZ:
```
95
Properties=species:S:1:pos:R:3:forces:R:3:mulliken_charge:R:1
H 0.299 7.083 3.783 0.0232 -0.0848 0.0123 0.29
N -0.456 -2.249 3.943 0.2423 -0.0304 -0.1626 -0.09
C -4.530 -0.334 -2.829 -0.0157 -0.1683 -0.2449 -0.88
O -0.356 7.273 4.463 -0.0389 0.0991 -0.0253 -0.49
S 3.337 2.738 -7.280 0.0677 -0.1790 0.0785 -0.14
H -4.466 0.749 -2.944 -0.0461 0.0109 0.1173 0.40
N 1.840 -3.436 0.192 0.1736 -0.2967 0.1988 -0.10
H -1.337 -0.747 -2.125 -0.0015 -0.0006 -0.1733 0.27
Tl 0.027 -1.436 0.840 -0.3234 0.3838 0.2642 0.84
H -5.337 -0.577 -4.823 0.0032 -0.0063 -0.0426 0.41
C 1.723 0.007 -2.180 -0.0453 -0.1517 0.1511 0.08
C 0.322 4.785 3.135 -0.1136 0.0938 0.1244 -0.72
H -2.498 -3.354 2.940 -0.0572 -0.0305 -0.0143 0.22
C -0.725 3.655 4.973 -0.0205 0.1526 0.0218 -0.68
H 0.331 -4.919 -2.373 -0.0153 0.0092 -0.0100 0.40
H 1.820 5.605 -5.546 0.0424 0.0144 -0.0601 0.29
C 1.641 4.655 -6.048 0.0194 0.1021 0.0162 -0.76
C 4.168 -3.149 -0.180 0.0023 0.1316 0.0386 -0.82
C 2.806 -4.169 -1.853 0.0694 0.1140 -0.0163 -0.80
H -0.873 1.313 -1.129 0.0332 -0.0193 0.0555 0.17
H -3.578 -0.751 -4.730 0.0118 -0.0207 -0.0209 0.30
H -0.029 -5.149 -0.646 -0.0405 -0.0255 -0.0251 0.27
H -3.079 -1.694 2.963 -0.0265 -0.0288 -0.0241 0.18
H -3.876 1.935 -0.927 -0.0198 0.0409 -0.0230 0.32
H -3.689 -2.842 4.174 -0.0138 -0.0043 -0.0251 0.47
H -0.336 -3.586 -1.396 -0.0332 -0.0093 -0.0685 -0.11
C 4.329 -2.269 2.639 -0.0086 0.1254 0.0695 -0.71
H 4.617 2.512 -4.740 0.0065 -0.0046 0.0162 0.42
C 1.689 1.131 -5.733 0.0420 0.0490 0.0222 -0.24
H -2.541 2.936 -0.351 -0.0738 0.0324 0.0177 0.44
C 3.109 -2.524 2.022 -0.0588 0.0777 0.2840 0.78
C 2.126 0.604 -3.402 0.0342 0.1417 -0.1780 0.48
C 0.339 -4.445 -1.393 0.0195 0.1233 0.0933 -0.96
C -3.441 -1.899 -1.258 -0.0854 -0.3625 0.1020 0.72
S 1.154 0.880 2.751 0.0289 -0.0410 0.0064 -0.25
C -0.877 6.107 4.944 -0.0900 0.1247 0.0898 0.69
O 3.182 5.270 -7.771 -0.0850 -0.0427 -0.0409 -0.57
H -5.476 -0.551 -2.333 0.0151 0.0785 0.0323 0.49
H -5.186 -2.866 -2.117 -0.0468 0.0237 0.0023 0.32
C -1.861 -1.711 5.786 0.1259 0.0174 0.0485 -0.67
H 5.256 -1.635 4.462 -0.0091 0.0404 0.0059 0.42
C 3.330 1.321 -3.501 -0.0115 -0.0145 0.0576 -0.58
H 3.124 -1.335 5.635 -0.0321 -0.0075 -0.0249 0.29
H -2.027 0.499 -0.085 0.0610 -0.0137 0.0062 -0.14
C 0.507 -1.452 5.959 0.2118 0.1132 -0.1275 -0.61
H -2.857 -1.628 6.203 -0.0178 -0.0534 -0.0163 0.40
H -0.539 1.528 4.998 0.0158 -0.1081 0.0663 0.33
C 3.124 -1.680 4.613 -0.2446 0.0796 0.0243 -0.75
N -3.418 -0.757 -2.001 -0.0465 0.1508 -0.0474 0.54
H -2.769 2.706 -2.084 -0.0405 0.0113 -0.0192 0.31
O -1.674 6.176 5.848 0.0394 0.0280 -0.0076 -0.61
C -4.769 -2.620 -1.141 0.0655 0.0848 0.0368 -1.69
C 0.741 3.576 2.630 -0.0360 0.0700 0.0104 -1.17
H -1.310 3.708 5.882 -0.0052 -0.0141 0.0062 0.41
C 4.322 -1.835 3.953 0.1167 -0.0995 -0.1226 -1.09
C -0.410 4.859 4.329 0.0385 -0.2789 -0.0698 0.83
C -2.159 -0.031 -2.156 0.1773 -0.0305 0.3819 -0.98
H 1.058 1.061 -6.611 -0.0150 0.0072 0.0063 0.42
H 5.125 -2.776 0.152 0.0100 -0.0270 -0.0113 0.32
C -0.294 2.445 4.483 -0.0473 0.1510 -0.1261 -0.19
H 2.683 -4.625 -2.826 -0.0522 -0.0084 0.0048 0.35
H -2.166 0.466 -3.130 0.0048 -0.0626 -0.0363 0.42
H 1.377 -1.169 6.533 -0.0378 0.0130 -0.0078 0.28
H -4.623 -3.546 -0.589 0.0111 0.0086 0.0082 0.41
C 0.480 2.364 3.306 0.1886 -0.1015 -0.0568 0.16
C -1.915 0.996 -1.052 -0.0846 0.0832 -0.1504 0.36
H -0.851 -1.073 7.570 0.0157 0.0547 -0.0189 0.41
H 0.395 -0.041 -4.494 0.0105 -0.0255 0.0231 0.48
C 1.932 -1.950 3.933 0.6068 -0.3271 -0.2240 0.41
C 1.716 -3.995 -1.008 0.0998 -0.0596 -0.1409 0.89
H 1.555 3.858 -5.320 -0.0338 -0.0200 0.0704 0.24
H -5.492 -2.009 -0.598 -0.0410 0.0013 -0.0408 0.33
C -2.814 -2.545 3.596 0.0924 0.0787 0.0324 -1.23
H 0.700 4.736 -6.596 0.0083 -0.0186 -0.0131 0.23
C -0.744 -1.383 6.538 -0.1175 -0.0138 -0.0200 -0.65
C 3.037 -3.041 0.626 0.0187 -0.1751 -0.3559 0.65
C 2.865 1.870 -5.792 0.1283 0.2338 -0.3500 -0.54
H -2.520 -3.170 -0.155 -0.1986 0.0154 0.0085 0.10
C 3.695 1.947 -4.678 -0.1160 -0.0591 -0.0126 -0.14
C -2.835 2.212 -1.110 0.1086 -0.1156 0.0544 -1.58
N 1.949 -2.378 2.665 0.0486 0.1161 0.3405 0.09
C -1.664 -2.158 4.484 -0.0759 0.0225 0.0242 0.64
C 2.732 4.409 -7.060 -0.0364 -0.0102 0.1461 0.62
H 5.269 -2.397 2.125 -0.0289 -0.0366 -0.0329 0.26
C 1.322 0.515 -4.552 -0.0056 -0.0388 0.0402 -0.34
N -2.374 -2.317 -0.680 0.0182 0.1304 -0.3322 -0.16
H 1.298 3.533 1.703 0.0257 -0.0096 0.0090 0.40
C 1.372 -0.490 -1.113 0.0748 -0.0824 -0.1170 -1.43
C 4.044 -3.711 -1.438 -0.0532 -0.0342 0.0789 -0.60
H 0.553 5.682 2.566 0.0150 -0.0172 -0.0367 0.12
H -4.627 -2.055 -4.160 0.0341 -0.0220 -0.0104 0.25
H 3.966 1.388 -2.629 -0.0254 -0.0058 0.0226 0.50
C 0.617 -1.858 4.626 -0.4742 -0.1471 0.2615 1.01
H 4.910 -3.799 -2.081 -0.0078 0.0125 -0.0145 0.43
C -4.517 -0.972 -4.221 -0.0523 0.0923 0.1093 -1.11
```
Positions in Å, forces in eV/Å.

Output
- HOMO level (eV) = -3.73
- energy above the lowest of the compared OMol25 structures with the same formula, charge and spin (kcal/mol) = 11.6
- net charge = -1
- LUMO energy (eV) = 2.1
- orbital gap (eV) = 5.85

Number 1: calculated total energy -3333.2970 a.u.. Number 2: calculated total energy -909.6257 a.u.. Number 3: calculated total energy -3056.5690 a.u..